{
  "formula": "CH2N4O",
  "method": "wB97M-V/def2-TZVPD",
  "lumo_energy_ev": -0.26,
  "energy_ha": -333.47319,
  "gap_ev": 9.92,
  "largest_force_ev_per_a": 6.45,
  "symbols": ["O", "C", "N", "N", "N", "N", "H", "H"],
  "xyz": [[-2.21655, -0.35857, -0.13792], [-1.03648, -0.35443, 0.11574], [-0.06847, -1.45319, 0.07668], [1.18549, -1.03992, -0.09920], [1.06501, 0.29865, -0.18440], [-0.13599, 0.74880, 0.13733], [1.71590, 0.64522, 0.37767], [-0.50890, 1.51343, -0.28591]],
  "forces_ev_per_a": [[1.083, -0.057, 1.120], [2.184, -0.205, -1.814], [2.042, -1.137, -0.289], [-6.401, -0.116, 0.785], [0.344, -0.963, -2.722], [-2.681, -2.845, 2.024], [4.090, 2.395, 2.463], [-0.661, 2.927, -1.568]]
}

---

{
  "formula": "C17H18BN7O4Zn",
  "method": "wB97M-V/def2-TZVPD",
  "lumo_energy_ev": -1.31,
  "energy_ha": -3147.03876,
  "gap_ev": 7.32,
  "largest_force_ev_per_a": 3.48,
  "symbols": ["H", "N", "B", "N", "C", "Zn", "H", "C", "H", "C", "H", "C", "H", "H", "H", "N", "N", "N", "N", "C", "C", "H", "H", "C", "C", "C", "C", "H", "H", "H", "H", "H", "O", "C", "O", "C", "C", "C", "C", "C", "C", "N", "O", "O", "H", "H", "H", "H"],
  "xyz": [[-3.46202, -0.66443, -2.13831], [-1.41024, -0.09925, -2.30370], [1.01759, 0.18266, -3.31105], [-0.38225, -0.48440, -3.15364], [-0.87079, -1.38531, -4.03810], [-1.51045, 1.30031, -0.89932], [-0.23324, -1.76756, -4.82169], [-2.21491, -1.60064, -3.75782], [-2.87894, -2.26256, -4.27166], [-2.52169, -0.78107, -2.66288], [1.12077, 0.41413, -4.51189], [2.46240, -0.69722, 2.51720], [2.71010, -0.03267, 3.35111], [1.53299, -0.35653, 2.04666], [3.26805, -0.67271, 1.77658], [2.26899, -0.78427, -3.04921], [1.05227, 1.59590, -2.64663], [2.61845, -1.36314, -1.83288], [0.10869, 2.12409, -1.76893], [3.15873, -1.18363, -4.00568], [1.89283, 2.58955, -3.03180], [3.05332, -0.83436, -5.02347], [2.65674, 2.40388, -3.77699], [4.08792, -2.04674, -3.42128], [1.51709, 3.76295, -2.38755], [3.69633, -2.13295, -2.05849], [0.40733, 3.43199, -1.59338], [4.91281, -2.54306, -3.89449], [1.98750, 4.72140, -2.48091], [4.16635, -2.73278, -1.28554], [-0.16675, 4.07344, -0.93576], [2.34538, -1.69335, 2.88523], [-0.92172, 1.50235, 1.08429], [-1.79808, 0.61121, 1.41920], [-2.57661, 0.08662, 0.54150], [-1.90396, 0.21110, 2.85643], [-2.53479, -0.99893, 3.19507], [-2.75352, -1.33948, 4.52320], [-2.42960, -0.40427, 5.52761], [-1.70214, 0.76423, 5.21145], [-1.45089, 1.06975, 3.87779], [-3.09477, -0.47695, 6.78570], [-3.81997, -1.46563, 7.03279], [-2.95988, 0.48061, 7.58155], [-2.87548, -1.68294, 2.41757], [-3.23876, -2.27114, 4.80302], [-1.39908, 1.43622, 6.01089], [-0.93213, 1.99561, 3.61822]],
  "forces_ev_per_a": [[0.257, 0.038, 0.036], [-0.377, -1.169, -0.887], [0.991, -0.423, -0.965], [-1.384, 0.131, 0.467], [-0.317, 0.661, 0.865], [1.313, -1.033, 0.404], [-0.066, -0.048, 0.147], [0.141, 0.125, 0.203], [-0.146, -0.156, -0.140], [1.466, -0.171, -0.668], [0.040, -0.140, 0.356], [0.085, 0.855, -0.296], [-0.034, -0.096, -0.160], [0.218, -0.090, 0.089], [-0.190, 0.011, 0.133], [0.190, -0.210, 1.104], [-0.762, 0.972, 0.735], [-0.089, -0.031, -0.649], [1.241, 1.100, -0.263], [0.174, -0.403, 0.668], [-1.016, -0.230, 0.620], [0.067, -0.065, 0.105], [-0.090, -0.035, 0.271], [-0.886, 0.598, 0.100], [-0.100, -0.286, 0.158], [-0.877, 1.028, -1.049], [0.795, -0.981, -1.025], [0.086, -0.031, -0.133], [0.064, 0.140, 0.001], [-0.280, 0.300, 0.018], [0.023, -0.251, -0.060], [-0.112, -0.665, 0.215], [-1.611, -0.973, 0.028], [0.269, 0.386, -0.829], [1.016, 1.187, 0.819], [-0.297, -0.192, 0.571], [0.342, 0.018, -0.034], [-0.065, 0.578, 0.596], [0.420, 0.637, -2.278], [-0.469, -0.462, 0.103], [0.115, -0.354, -0.285], [-1.199, -0.327, 3.253], [1.431, 1.719, -0.632], [-0.137, -1.762, -1.536], [0.188, 0.296, 0.113], [-0.040, 0.302, -0.103], [-0.217, -0.113, -0.221], [-0.167, -0.385, 0.035]]
}

---

{
  "formula": "C28H46O12",
  "method": "wB97M-V/def2-TZVPD",
  "lumo_energy_ev": 0.33,
  "energy_ha": -1997.29910,
  "gap_ev": 10.05,
  "largest_force_ev_per_a": 4.78,
  "symbols": ["O", "C", "C", "C", "C", "O", "H", "H", "H", "H", "H", "H", "O", "C", "C", "C", "C", "O", "H", "H", "H", "H", "H", "H", "O", "C", "C", "C", "C", "O", "H", "H", "H", "H", "H", "H", "O", "C", "C", "C", "C", "O", "H", "H", "H", "H", "H", "H", "O", "C", "C", "C", "C", "O", "H", "H", "H", "H", "H", "H", "C", "C", "C", "O", "C", "H", "H", "H", "H", "H", "H", "H", "H", "C", "C", "C", "O", "C", "H", "H", "H", "H", "H", "H", "H", "H"],
  "xyz": [[30.24831, 6.51095, 17.28219], [31.06318, 5.84427, 16.64274], [30.73148, 4.86076, 15.59280], [32.10514, 4.44918, 14.95914], [33.12660, 5.34778, 15.56614], [32.37865, 6.05628, 16.59385], [30.35355, 3.93335, 16.02313], [29.96836, 5.40712, 15.03852], [32.24476, 3.42265, 15.29803], [32.09767, 4.57370, 13.87630], [33.82147, 4.83175, 16.22869], [33.56984, 5.96698, 14.78626], [30.90327, 1.65113, 17.35046], [30.69361, 2.36767, 18.33939], [29.77518, 2.18405, 19.56123], [30.51385, 2.96515, 20.54532], [31.07263, 4.11893, 19.67357], [31.37308, 3.55982, 18.39214], [28.76893, 2.59327, 19.47121], [29.55704, 1.15423, 19.84401], [29.90278, 3.26872, 21.39535], [31.31019, 2.35828, 20.97620], [30.27171, 4.84765, 19.54872], [31.93571, 4.54484, 20.18523], [24.82285, 8.22455, 15.70684], [25.90570, 8.15033, 15.05554], [26.58277, 6.91247, 14.50575], [27.82685, 7.49829, 13.76509], [27.40173, 8.90405, 13.49893], [26.54014, 9.22805, 14.59007], [26.70363, 6.09292, 15.21415], [25.94959, 6.58296, 13.68197], [28.74588, 7.66502, 14.32695], [28.16946, 6.87802, 12.93685], [28.30346, 9.51432, 13.44823], [26.90239, 8.95032, 12.53114], [30.56987, 6.62234, 12.29058], [31.56559, 7.29320, 12.36003], [31.91163, 8.62068, 13.12207], [33.14515, 9.06154, 12.46801], [33.85666, 7.77903, 12.10815], [32.76067, 6.81190, 11.94898], [31.08787, 9.33156, 13.05744], [32.08892, 8.49932, 14.19069], [32.97813, 9.57252, 11.51980], [33.73974, 9.65130, 13.16570], [34.23902, 7.87406, 11.09185], [34.55360, 7.32389, 12.81187], [35.85507, 1.01053, 19.97154], [35.47661, 1.36005, 18.83336], [34.20608, 0.89306, 18.06900], [34.19910, 1.94030, 16.94147], [35.68013, 2.31429, 16.77189], [36.20565, 2.21678, 18.09772], [34.37042, -0.15448, 17.81654], [33.35056, 0.87140, 18.74407], [33.67189, 1.65713, 16.03045], [33.78417, 2.90006, 17.24938], [36.21460, 1.68743, 16.05810], [35.90019, 3.33088, 16.44596], [26.99813, 3.06854, 12.60438], [26.85365, 1.92959, 13.61342], [27.67320, 2.41325, 14.78147], [28.11089, 3.75993, 14.39233], [28.22431, 3.82761, 13.00304], [26.17352, 3.75788, 12.78584], [26.77620, 2.70415, 11.60135], [27.21572, 0.99977, 13.17475], [25.78740, 1.84192, 13.82200], [28.40780, 1.64760, 15.03093], [26.97378, 2.51172, 15.61166], [29.11434, 3.25372, 12.74494], [28.22953, 4.84027, 12.59982], [35.80321, 2.01983, 12.12917], [35.26366, 2.93346, 11.06836], [34.29068, 3.91844, 11.82412], [33.96606, 3.16636, 12.97652], [34.51108, 1.89298, 12.96262], [36.62925, 2.59415, 12.54859], [36.34224, 1.13038, 11.80291], [34.62191, 2.45251, 10.33015], [36.06707, 3.38211, 10.48412], [33.45240, 4.20623, 11.18963], [34.72930, 4.89196, 12.04314], [33.92648, 1.21102, 12.34516], [34.47403, 1.35712, 13.91108]],
  "forces_ev_per_a": [[2.043, -1.199, -0.407], [-1.348, 1.099, -0.201], [0.499, -0.815, -0.042], [-1.839, -0.398, -0.489], [-0.936, -0.404, 1.702], [0.953, 2.170, 0.896], [-0.678, 0.425, -0.040], [0.110, -0.663, -0.677], [0.241, -0.029, -0.658], [-0.022, -0.558, 0.129], [0.682, -0.063, -0.888], [0.169, 0.557, 0.643], [-0.924, 1.310, 2.628], [0.387, -1.387, -3.585], [-0.609, -1.030, -1.055], [1.064, 0.757, 1.236], [-0.689, 0.271, 1.705], [-0.583, -1.165, 1.260], [0.066, 0.402, -0.873], [0.596, -0.177, -0.358], [0.048, 0.427, -0.161], [0.341, 0.114, -0.080], [0.264, 0.347, -0.098], [0.124, 0.190, -0.665], [4.300, -0.193, -2.090], [-3.968, -0.490, 1.727], [0.767, 0.484, -0.681], [0.596, -1.122, 1.138], [0.244, -0.492, -1.015], [-0.092, 1.285, -0.167], [0.146, 0.241, -0.065], [-0.402, -0.322, 0.161], [-0.156, -0.865, 0.862], [-0.399, 0.429, -0.252], [-0.497, 0.575, 0.329], [-0.541, 0.495, 0.129], [0.336, 0.925, -0.217], [0.785, -0.389, 1.985], [-2.309, -0.327, -0.286], [1.610, 0.694, -0.026], [-1.115, -1.035, -1.011], [0.204, -0.005, -0.470], [-0.020, -0.024, -0.131], [-0.205, -0.746, 0.035], [-0.128, 0.397, 0.278], [0.104, 0.316, -0.411], [0.688, -0.211, 0.336], [0.074, 0.374, -0.003], [-1.311, 1.087, -3.417], [0.701, -1.545, 3.432], [1.136, 1.050, 0.609], [0.055, 0.335, -0.354], [-0.148, -0.066, -0.417], [0.124, -0.467, 0.021], [0.091, 0.093, -0.579], [0.044, 0.364, -0.117], [0.228, -0.117, 0.048], [-0.702, -0.363, 0.464], [0.201, -0.475, 0.307], [-0.488, 0.097, 0.016], [-1.909, -0.037, -0.707], [-0.294, 0.036, -1.192], [-1.120, 0.718, -0.181], [0.248, -0.405, 2.145], [0.173, -1.590, -0.645], [-0.187, 0.162, 0.095], [0.819, 0.157, -0.295], [0.003, -0.091, 0.171], [0.130, -0.360, 0.251], [0.794, 0.698, 0.073], [0.521, 0.357, 0.373], [0.454, 0.330, -0.576], [0.300, -0.056, 0.451], [0.470, 0.503, 0.630], [-0.629, 0.971, -1.378], [1.565, -0.891, -1.122], [-1.032, 1.211, 1.205], [0.929, -1.603, -1.335], [-0.195, 0.136, 0.980], [-0.801, -0.369, -0.247], [0.118, -0.531, 0.028], [-0.095, 0.410, 0.136], [-0.479, -0.582, 0.206], [0.396, -0.140, 0.687], [-0.616, -0.065, -0.314], [0.526, 0.863, 0.472]]
}